Entry 1:
Density functional theory data (ωB97M-V/def2-TZVPD) for a 3-piece molecular cluster, CH8NO2 overall.

Structure (XYZ):
```
12
Properties=species:S:1:pos:R:3:forces:R:3
H 0.6523 0.5467 -1.3576 0.3 0.2 0.0
H 0.6020 -1.0187 -0.6297 -0.5 0.0 0.0
H 2.1861 2.0315 -2.5103 0.0 0.0 -0.1
H 1.4574 1.1157 -3.5315 0.1 0.1 -0.1
H -0.1139 -1.6082 3.2384 -0.2 -0.1 0.3
H -1.1385 1.3019 -0.2092 -0.5 -0.1 0.2
O -1.0672 -1.4801 3.3170 0.2 0.1 -0.4
N 0.1645 -0.1000 -0.7132 0.4 -0.1 0.0
H -1.3460 -2.0053 4.0736 0.0 0.0 0.0
C -0.8850 0.2546 -0.0927 0.6 -0.1 -0.7
H -1.4467 -0.4988 0.4255 -0.3 0.1 0.7
O 1.4859 1.3775 -2.6066 -0.1 -0.1 0.3
```
Positions in Å, forces in eV/Å.

## Properties
Frontier orbital gap = 9.68 eV
DFT total energy = -6744.7278 eV
Spin multiplicity = 1
Total charge = +1
Relative energy (zero: lowest compared OMol25 entry of this formula, charge and spin) = 13.82 kcal/mol
E_LUMO = -5.07 eV



Entry 2:
Density functional theory data (ωB97M-V/def2-TZVPD) for a 2-piece molecular cluster, CH8NO2 overall in a non-equilibrium geometry.

Structure (XYZ):
```
12
Properties=species:S:1:pos:R:3:forces:R:3
O -3.1455 0.0972 -0.3585 -1.0 0.0 -2.8
H 1.7365 0.4985 -1.0745 1.0 -0.8 1.4
H -3.6763 0.0776 -1.2677 1.5 -0.1 3.2
H 3.4096 0.0722 0.7824 -3.2 -0.7 0.3
H -3.6538 -0.4038 0.2905 -0.3 0.0 -0.3
H -0.4089 0.6644 -0.5170 2.1 -1.3 2.0
O 2.3989 -0.1381 0.9772 2.2 0.7 -1.8
H 1.5029 -1.2978 -0.6802 0.1 2.3 1.4
C 1.5823 -0.2053 -0.1870 1.7 -1.5 -2.2
H -0.3581 -0.5230 0.7520 1.8 1.4 -1.4
H 0.3215 0.9253 1.0211 0.6 0.2 -0.3
N 0.2912 0.2329 0.2616 -6.5 -0.3 0.7
```
Positions in Å, forces in eV/Å.

## Properties
Frontier orbital gap = 11.64 eV
DFT total energy = -6743.8345 eV
Spin multiplicity = 1
Total charge = +1
Relative energy (zero: lowest compared OMol25 entry of this formula, charge and spin) = 34.42 kcal/mol
E_LUMO = -3.77 eV